Entry 1:
C23H34AlN2O5 | ωB97M-V/def2-TZVPD

CARTESIAN COORDINATES (ANGSTROEM)
C -2.97 -3.95 2.42
O -3.32 -3.08 3.55
C -3.94 -1.82 3.12
C -3.35 -0.47 3.83
C -1.74 -0.47 4.10
C -1.05 1.05 3.98
C 0.54 0.97 3.57
C 1.02 2.03 2.41
C 1.69 1.28 1.07
C 1.23 1.97 -0.35
C 0.55 0.89 -1.42
Al -1.47 1.33 -1.48
C -2.16 0.99 0.47
O -2.10 -0.48 0.65
N -0.86 -0.91 0.90
O -0.60 -1.95 0.30
C -2.57 0.08 -2.68
C -3.74 0.83 -3.62
C -4.73 -0.04 -4.60
C -4.57 -1.68 -4.66
C -3.41 -2.46 -3.74
C -2.43 -1.56 -2.76
H -3.89 -4.42 1.85
H -2.26 -4.84 2.76
H -2.37 -3.32 1.65
H -5.09 -1.89 3.43
H -3.93 -1.81 1.95
H -3.74 0.50 3.25
H -3.87 -0.40 4.91
H -1.59 -0.76 5.25
H -1.14 -1.28 3.50
H -1.08 1.51 5.08
H -1.68 1.78 3.31
H 1.18 1.20 4.55
H 0.82 -0.14 3.27
H 1.87 2.70 2.90
H 0.18 2.77 2.05
H 1.57 0.11 1.11
H 2.86 1.49 1.17
H 0.49 2.87 -0.25
H 2.21 2.40 -0.88
H 1.01 1.03 -2.50
H 0.75 -0.21 -1.11
H -1.70 2.87 -1.89
H -3.28 1.34 0.61
H -1.44 1.60 1.16
H -3.87 2.01 -3.55
H -5.55 0.58 -5.20
H -5.30 -2.32 -5.34
H -3.37 -3.63 -3.82
H -1.63 -2.12 -2.10
C 7.47 -0.32 -1.49
C 7.61 1.00 -1.93
C 6.52 1.65 -2.53
C 5.31 0.96 -2.68
C 5.18 -0.36 -2.24
C 6.26 -1.00 -1.64
N 4.16 1.65 -3.28
O 4.32 2.81 -3.68
O 3.09 1.02 -3.37
H 8.32 -0.82 -1.01
H 8.55 1.52 -1.80
H 6.64 2.67 -2.87
H 4.24 -0.90 -2.35
H 6.17 -2.03 -1.30

HOMO-LUMO gap = 6.0 eV
2S+1 = 1
ΔE to the lowest compared entry with this formula, charge and spin = 272.2 kcal/mol
Lowest unoccupied orbital energy = 1.245 eV
Total charge = -1
Total energy = -1624.3165 Eh

Löwdin population analysis, charges in e, atoms 1 to 6: atom 1 (C): -0.124, atom 2 (O): -0.267, atom 3 (C): -0.224, atom 4 (C): -0.176, atom 5 (C): -0.204, atom 6 (C): -0.211



Entry 2:
C3H8O2 | ωB97M-V/def2-TZVPD

CARTESIAN COORDINATES (ANGSTROEM)
C 0.34 0.76 -1.86
C 0.35 0.53 -0.38
O -0.86 -0.01 0.17
C 0.32 -0.82 0.18
O -0.79 -0.37 2.90
H -0.18 -0.07 -2.36
H 1.36 0.82 -2.25
H -0.18 1.69 -2.11
H 0.78 1.32 0.24
H -0.99 0.09 2.07
H 0.28 -1.68 -0.50
H 0.72 -1.00 1.17
H -1.15 -1.25 2.73

HOMO-LUMO gap = 11.8 eV
2S+1 = 1
ΔE to the lowest compared entry with this formula, charge and spin = 36.1 kcal/mol
Lowest unoccupied orbital energy = 1.032 eV
Structure (SMILES) = C[C@@H]1CO1.O
Total charge = 0
Total energy = -269.5374 Eh

Löwdin population analysis, charges in e, atoms 1 to 6: atom 1 (C): -0.042, atom 2 (C): -0.344, atom 3 (O): -0.088, atom 4 (C): -0.118, atom 5 (O): -0.076, atom 6 (H): 0.085



Entry 3:
C5H7N2 | ωB97M-V/def2-TZVPD

CARTESIAN COORDINATES (ANGSTROEM)
C 2.12 -0.28 -0.28
C 1.08 -1.03 -0.60
C 0.48 1.20 0.54
C -2.40 -0.87 -0.30
C -1.73 0.14 0.20
N 1.86 0.93 0.30
N -0.34 0.33 0.18
H 3.23 -0.40 -0.49
H 0.51 -1.82 -1.16
H 0.11 2.07 1.08
H -3.49 -1.14 -0.25
H -1.75 -1.60 -0.61
H -2.24 1.09 0.51
H 2.57 1.37 0.88

HOMO-LUMO gap = 9.2 eV
2S+1 = 1
ΔE to the lowest compared entry with this formula, charge and spin = 107.7 kcal/mol
Lowest unoccupied orbital energy = -4.857 eV
Total charge = +1
Total energy = -303.8473 Eh

Löwdin population analysis, charges in e, atoms 1 to 6: atom 1 (C): -0.143, atom 2 (C): 0.264, atom 3 (C): -0.086, atom 4 (C): 0.088, atom 5 (C): -0.161, atom 6 (N): 0.059



Entry 4:
C3H5N3O | ωB97M-V/def2-TZVPD

CARTESIAN COORDINATES (ANGSTROEM)
C -1.36 1.46 0.02
C 1.72 -2.17 0.08
C -2.32 2.38 -0.06
N 3.84 -2.10 1.23
N 2.92 -2.33 0.65
N -0.63 0.54 0.11
O 1.41 -2.72 -0.95
H -2.63 2.84 0.84
H -3.25 1.94 -0.25
H -1.89 3.20 -0.52
H 0.34 0.36 0.35
H 1.85 -3.41 -1.50

HOMO-LUMO gap (alpha / beta) = 9.3 / 9.1 eV
2S+1 = 3
ΔE to the lowest compared entry with this formula, charge and spin = 19.6 kcal/mol
Lowest unoccupied orbital energy (alpha / beta) = -9.207 / -12.262 eV
Total charge = +2
Total energy = -355.8826 Eh

Löwdin population analysis, charges in e, atoms 1 to 6: atom 1 (C): 0.002, atom 2 (C): -0.003, atom 3 (C): 0.064, atom 4 (N): 0.425, atom 5 (N): 0.099, atom 6 (N): 0.359



Entry 5:
C11H17Br21O2 | ωB97M-V/def2-TZVPD

CARTESIAN COORDINATES (ANGSTROEM)
C -22.53 -4.51 -5.59
Br -22.93 -2.92 -4.69
Br -21.81 -4.26 -7.33
Br -24.07 -5.76 -5.58
H -21.89 -5.05 -4.82
C -20.85 -5.09 3.75
Br -21.58 -6.59 2.83
Br -21.92 -4.54 5.29
Br -20.44 -3.64 2.56
H -19.96 -5.43 4.25
C -25.08 -1.71 1.62
Br -23.70 -2.95 1.71
Br -24.89 -0.49 0.16
Br -25.26 -0.82 3.37
H -26.10 -2.10 1.59
C -19.95 -1.54 -1.71
Br -19.40 -0.73 -3.30
Br -21.78 -1.35 -1.35
Br -18.87 -1.32 -0.12
H -19.86 -2.56 -2.02
C -27.12 -5.28 -1.03
Br -26.35 -3.53 -1.29
Br -26.40 -6.14 0.46
Br -27.01 -6.22 -2.66
H -28.12 -4.96 -0.72
C -14.63 -3.15 -3.98
Br -14.98 -4.43 -2.46
Br -12.77 -2.78 -3.98
Br -15.77 -1.55 -3.91
H -14.91 -3.63 -4.90
C -15.99 -7.28 1.72
Br -14.96 -7.16 0.12
Br -17.31 -8.68 1.71
Br -16.67 -5.58 2.45
H -15.16 -7.51 2.40
C -23.27 -5.05 -1.53
O -22.08 -5.39 -2.21
C -20.92 -5.60 -1.30
C -19.57 -5.45 -2.11
O -19.64 -4.35 -3.05
C -18.61 -4.52 -3.96
H -23.58 -5.74 -0.73
H -24.01 -5.03 -2.33
H -23.21 -4.03 -1.14
H -21.00 -6.59 -0.92
H -21.04 -4.83 -0.52
H -19.38 -6.37 -2.66
H -18.74 -5.21 -1.46
H -17.63 -4.59 -3.51
H -18.65 -3.64 -4.53
H -18.68 -5.40 -4.69

HOMO-LUMO gap = 9.3 eV
2S+1 = 1
Lowest unoccupied orbital energy = -0.471 eV
Total charge = 0
Total energy = -54633.9456 Eh

Löwdin population analysis, charges in e, atoms 1 to 6: atom 1 (C): -1.668, atom 2 (Br): 0.622, atom 3 (Br): 0.596, atom 4 (Br): 0.521, atom 5 (H): -0.020, atom 6 (C): -1.631



Entry 6:
C21H26N2O4S | ωB97M-V/def2-TZVPD

CARTESIAN COORDINATES (ANGSTROEM)
C -6.04 -1.58 -0.44
C -4.89 -0.84 0.16
C -3.76 -1.53 0.61
C -2.70 -0.86 1.19
C -2.73 0.52 1.32
C -3.85 1.22 0.87
C -4.91 0.54 0.30
H -5.78 1.10 -0.04
H -3.89 2.29 0.97
C -1.55 1.25 1.91
O -0.47 1.37 0.99
C -0.73 2.21 -0.10
C 0.52 2.36 -0.97
N 1.02 1.13 -1.55
C 2.35 0.87 -1.49
O 3.13 1.63 -0.95
C 2.85 -0.35 -2.25
H 2.75 -0.14 -3.31
H 3.92 -0.40 -2.03
C 2.19 -1.71 -1.91
N 1.16 -1.63 -0.91
S 1.57 -2.02 0.65
O 2.22 -3.30 0.59
O 0.38 -1.89 1.44
C 2.80 -0.82 1.16
C 2.39 0.36 1.74
C 3.35 1.29 2.11
C 4.69 1.02 1.90
C 5.09 -0.18 1.34
C 4.13 -1.11 0.97
H 4.40 -2.07 0.54
H 6.13 -0.39 1.18
H 5.44 1.75 2.18
H 3.05 2.23 2.55
H 1.34 0.55 1.86
C -0.10 -1.03 -1.26
H -0.74 -1.76 -1.79
C 0.10 0.20 -2.16
H -0.86 0.69 -2.32
H 0.47 -0.11 -3.14
H -0.58 -0.75 -0.33
H 1.76 -2.16 -2.82
H 2.92 -2.40 -1.51
H 0.29 3.07 -1.77
H 1.34 2.75 -0.36
H -1.58 1.83 -0.68
H -1.00 3.22 0.26
H -1.13 0.67 2.74
H -1.84 2.25 2.26
H -1.83 -1.41 1.53
H -3.73 -2.60 0.51
H -5.70 -2.37 -1.10
H -6.69 -0.91 -1.00
H -6.63 -2.04 0.35

HOMO-LUMO gap = 9.7 eV
2S+1 = 1
ΔE to the lowest compared entry with this formula, charge and spin = 20.1 kcal/mol
Lowest unoccupied orbital energy = 0.657 eV
Structure (SMILES) = Cc1ccc(COCCN2CCN(S(=O)(=O)c3ccccc3)CCC2=O)cc1
Total charge = 0
Total energy = -1624.4778 Eh

Löwdin population analysis, charges in e, atoms 1 to 6: atom 1 (C): -0.053, atom 2 (C): -0.282, atom 3 (C): -0.031, atom 4 (C): -0.030, atom 5 (C): -0.212, atom 6 (C): -0.043



Entry 7:
C4H6 | ωB97M-V/def2-TZVPD

CARTESIAN COORDINATES (ANGSTROEM)
C -2.04 -0.07 -0.10
C -0.59 -0.18 -0.10
C 0.59 -0.02 0.07
C 2.04 0.07 0.10
H -2.50 -0.20 -1.08
H -2.25 0.95 0.25
H -2.48 -0.78 0.60
H 2.46 0.30 1.08
H 2.37 0.84 -0.61
H 2.41 -0.91 -0.21

HOMO-LUMO gap = 10.4 eV
2S+1 = 1
ΔE to the lowest compared entry with this formula, charge and spin = 10.6 kcal/mol
Lowest unoccupied orbital energy = 1.053 eV
Structure (SMILES) = CC#CC
Total charge = 0
Total energy = -155.9457 Eh

Löwdin population analysis, charges in e, atoms 1 to 6: atom 1 (C): -0.119, atom 2 (C): -0.108, atom 3 (C): -0.112, atom 4 (C): -0.117, atom 5 (H): 0.073, atom 6 (H): 0.078



Entry 8:
CHF4P | ωB97M-V/def2-TZVPD

CARTESIAN COORDINATES (ANGSTROEM)
C 0.73 0.24 0.08
F 1.19 -0.33 -1.01
F 1.69 0.27 0.97
F 0.51 1.51 -0.23
F -1.24 -1.64 -0.47
P -1.07 -0.56 0.71
H -1.81 0.52 -0.05

HOMO-LUMO gap = 10.9 eV
2S+1 = 1
ΔE to the lowest compared entry with this formula, charge and spin = 1.4 kcal/mol
Lowest unoccupied orbital energy = 0.221 eV
Structure (SMILES) = FPC(F)(F)F
Total charge = 0
Total energy = -779.5214 Eh

Löwdin population analysis, charges in e, atoms 1 to 6: atom 1 (C): -0.821, atom 2 (F): 0.116, atom 3 (F): 0.115, atom 4 (F): 0.060, atom 5 (F): -0.401, atom 6 (P): 0.961



Entry 9:
C26H55N13O26 | ωB97M-V/def2-TZVPD

CARTESIAN COORDINATES (ANGSTROEM)
N -1.93 1.96 -1.63
C -1.94 0.53 -1.21
C -3.14 0.39 -0.11
C -2.44 0.04 1.29
C -2.25 -1.56 1.36
C -0.73 -1.96 1.75
O -0.65 -3.42 1.81
C 0.50 -3.89 1.10
O 1.63 -3.41 1.28
O 0.22 -4.98 0.19
C -0.53 -4.47 -0.95
C 0.53 -4.24 -2.17
C -0.20 -4.54 -3.56
O -0.64 -5.72 -3.74
N -0.39 -3.60 -4.68
C -1.52 -2.69 -4.48
C -2.95 -3.13 -4.02
C -4.07 -2.03 -3.90
C -3.77 -0.52 -4.21
C -2.36 -0.07 -4.67
C -1.24 -1.16 -4.78
H -1.62 2.60 -0.88
H -1.44 2.12 -2.52
H -2.23 -0.19 -2.06
H -0.93 0.16 -0.80
H -3.73 1.37 -0.12
H -3.87 -0.44 -0.46
H -3.00 0.49 2.18
H -1.39 0.52 1.27
H -2.94 -1.93 2.21
H -2.49 -2.10 0.38
H 0.01 -1.49 1.01
H -0.56 -1.56 2.81
H -1.37 -5.15 -1.29
H -0.99 -3.43 -0.75
H 0.98 -3.18 -2.12
H 1.39 -4.99 -2.06
H 0.48 -3.11 -4.95
H -3.16 -4.23 -3.78
H -5.13 -2.36 -3.60
H -4.61 0.25 -4.09
H -2.07 1.01 -4.95
H -0.21 -0.82 -5.10
C 4.84 -2.78 -3.07
N 3.72 -1.85 -3.39
O 2.61 -2.34 -3.51
O 4.00 -0.67 -3.50
H 4.45 -3.79 -3.00
H 5.57 -2.71 -3.88
H 5.27 -2.47 -2.12
C 6.42 0.14 -6.29
N 6.23 -1.30 -6.61
O 6.60 -2.12 -5.78
O 5.73 -1.56 -7.69
H 6.87 0.22 -5.30
H 7.07 0.57 -7.05
H 5.43 0.61 -6.30
C -3.40 4.34 3.60
N -3.44 3.21 2.64
O -4.48 2.58 2.56
O -2.42 3.00 1.99
H -4.37 4.41 4.10
H -2.61 4.13 4.32
H -3.19 5.25 3.04
C -1.38 -1.21 5.89
N -1.89 0.18 5.80
O -1.21 1.00 5.20
O -2.96 0.41 6.34
H -0.42 -1.27 5.36
H -1.25 -1.45 6.94
H -2.11 -1.86 5.42
C 1.51 3.11 1.81
N 1.46 4.59 2.01
O 1.99 5.29 1.17
O 0.87 4.99 3.01
H 2.05 2.90 0.89
H 2.02 2.69 2.67
H 0.48 2.75 1.74
C 2.39 2.08 -6.72
N 3.60 2.95 -6.70
O 4.66 2.43 -7.02
O 3.44 4.11 -6.37
H 2.68 1.08 -7.03
H 1.98 2.07 -5.71
H 1.68 2.52 -7.42
C 5.46 1.35 1.11
N 4.00 1.05 1.16
O 3.48 1.00 2.27
O 3.43 0.88 0.10
H 5.83 1.47 2.12
H 5.95 0.51 0.62
H 5.58 2.27 0.53
C -3.44 -5.90 1.77
N -4.56 -4.97 1.44
O -5.66 -5.46 1.31
O -4.28 -3.79 1.33
H -3.83 -6.91 1.84
H -2.70 -5.82 0.98
H -3.02 -5.58 2.73
C 1.56 7.26 4.96
N 2.03 6.97 6.35
O 1.30 7.31 7.27
O 3.10 6.41 6.46
H 0.60 7.76 5.01
H 2.31 7.91 4.50
H 1.48 6.31 4.44
C 0.25 9.05 9.42
N -0.25 10.44 9.34
O 0.44 11.25 8.74
O -1.32 10.68 9.89
H 1.20 8.99 8.89
H 0.38 8.80 10.47
H -0.49 8.40 8.95
C -2.70 -8.08 -3.18
N -3.91 -8.85 -2.78
O -4.55 -9.39 -3.66
O -4.16 -8.89 -1.58
H -2.60 -8.14 -4.26
H -2.85 -7.05 -2.86
H -1.84 -8.53 -2.69

HOMO-LUMO gap = 7.9 eV
2S+1 = 1
Lowest unoccupied orbital energy = -0.612 eV
Structure (SMILES) = NCCCCCOC(=O)OCCC(=O)Nc1ccccc1.C[N+](=O)[O-].C[N+](=O)[O-].C[N+](=O)[O-].C[N+](=O)[O-].C[N+](=O)[O-].C[N+](=O)[O-].C[N+](=O)[O-].C[N+](=O)[O-].C[N+](=O)[O-].C[N+](=O)[O-].C[N+](=O)[O-]
Total charge = 0
Total energy = -3690.4627 Eh

Löwdin population analysis, charges in e, atoms 1 to 6: atom 1 (N): -0.025, atom 2 (C): -0.274, atom 3 (C): -0.172, atom 4 (C): -0.204, atom 5 (C): -0.165, atom 6 (C): -0.166



Entry 10:
C3H3NO | ωB97M-V/def2-TZVPD

CARTESIAN COORDINATES (ANGSTROEM)
C 0.78 0.19 -0.68
C -0.49 -0.24 0.02
O -1.37 -0.80 -0.58
C -0.82 -0.02 1.46
N -1.36 0.02 2.48
H 0.59 -0.05 -1.73
H 1.00 1.26 -0.59
H 1.67 -0.36 -0.36

HOMO-LUMO gap = 10.9 eV
2S+1 = 1
ΔE to the lowest compared entry with this formula, charge and spin = 9.9 kcal/mol
Lowest unoccupied orbital energy = -0.323 eV
Structure (SMILES) = CC(=O)C#N
Total charge = 0
Total energy = -246.0757 Eh

Löwdin population analysis, charges in e, atoms 1 to 6: atom 1 (C): -0.011, atom 2 (C): -0.429, atom 3 (O): 0.115, atom 4 (C): -0.113, atom 5 (N): 0.167, atom 6 (H): 0.088



Entry 11:
C32H42F13NO10S2 | ωB97M-V/def2-TZVPD

CARTESIAN COORDINATES (ANGSTROEM)
C 1.63 -5.17 0.67
C 1.64 -3.64 0.75
C 0.97 -2.94 1.98
S 0.95 -3.98 3.46
C 2.65 -4.52 3.68
O 0.66 -3.17 4.61
O 0.14 -5.16 3.32
C 1.90 -1.78 2.39
C 2.02 -0.65 1.36
C 3.26 -0.78 0.45
C 3.77 0.62 0.12
C 4.85 0.68 -0.95
F 4.49 -0.20 -1.94
F 4.91 1.91 -1.53
C 6.27 0.24 -0.53
F 6.98 0.04 -1.68
F 6.21 -0.96 0.11
C 7.15 1.23 0.27
F 8.36 0.61 0.38
F 7.34 2.38 -0.41
C 6.71 1.56 1.74
F 6.00 0.56 2.29
F 7.84 1.69 2.47
C 5.93 2.90 1.90
F 6.85 3.89 2.00
F 5.14 3.18 0.85
C 5.08 2.96 3.21
F 3.92 2.31 3.06
F 5.78 2.46 4.25
F 4.81 4.26 3.47
S 0.55 -0.34 0.37
O 1.00 -0.19 -0.99
O -0.12 0.79 0.93
O -0.35 -1.64 0.38
C -0.45 -2.41 1.62
C -1.07 -1.49 2.70
N -1.89 -2.22 3.69
C -1.40 -3.56 1.26
C -2.52 -3.22 0.28
C -3.56 -2.19 0.74
C -3.54 -0.89 -0.08
C -4.04 0.32 0.70
C -3.52 1.68 0.20
C -3.45 1.83 -1.31
C -2.41 2.92 -1.70
C -1.53 2.40 -2.81
O -0.93 3.49 -3.53
C 0.02 3.04 -4.44
H 1.80 -5.45 -0.36
H 2.44 -5.63 1.22
H 0.69 -5.63 0.96
H 1.20 -3.27 -0.17
H 2.68 -3.34 0.73
H 2.63 -5.56 3.95
H 3.08 -3.90 4.45
H 3.25 -4.40 2.78
H 1.60 -1.40 3.36
H 2.90 -2.18 2.54
H 2.15 0.27 1.92
H 4.00 -1.30 1.04
H 3.02 -1.33 -0.45
H 4.06 1.11 1.04
H 2.94 1.19 -0.28
H -1.72 -0.80 2.16
H -0.34 -0.87 3.21
H -2.78 -1.74 3.75
H -1.48 -2.09 4.60
H -0.77 -4.28 0.75
H -1.76 -4.06 2.15
H -2.13 -2.96 -0.70
H -3.05 -4.16 0.12
H -4.54 -2.63 0.55
H -3.53 -1.99 1.80
H -2.56 -0.70 -0.52
H -4.21 -1.03 -0.92
H -5.13 0.32 0.76
H -3.70 0.21 1.74
H -4.23 2.43 0.55
H -2.58 1.92 0.69
H -3.14 0.92 -1.82
H -4.40 2.16 -1.73
H -2.89 3.84 -2.01
H -1.76 3.11 -0.85
H -0.73 1.77 -2.42
H -2.16 1.84 -3.51
H 0.04 3.71 -5.30
H -0.21 2.04 -4.81
H 1.03 3.03 -4.00
C -7.65 4.27 -3.70
C -6.69 3.36 -3.29
C -6.02 2.53 -4.42
O -5.10 1.75 -4.13
C -6.49 2.70 -5.75
C -7.47 3.60 -6.17
C -8.07 4.50 -5.05
O -8.89 5.39 -5.33
O -7.89 3.75 -7.34
O -6.31 3.15 -2.11
H -8.15 4.90 -2.96
H -6.02 2.04 -6.48

HOMO-LUMO gap = 2.0 eV
2S+1 = 1
Lowest unoccupied orbital energy = 2.216 eV
Total charge = -2
Total energy = -4146.2900 Eh

Löwdin population analysis, charges in e, atoms 1 to 6: atom 1 (C): -0.086, atom 2 (C): -0.164, atom 3 (C): -0.378, atom 4 (S): 0.691, atom 5 (C): -0.117, atom 6 (O): -0.309



Entry 12:
C6H10Cl2O | ωB97M-V/def2-TZVPD

CARTESIAN COORDINATES (ANGSTROEM)
C 1.26 0.64 2.35
C -1.68 0.61 -0.30
C -0.38 -1.50 -0.72
C -0.17 0.44 -2.35
C 1.81 -0.10 1.42
C -0.69 -0.25 -1.00
O 0.39 0.16 3.37
Cl 2.43 0.58 0.00
Cl 2.02 -1.85 1.64
H 1.34 1.68 2.39
H -2.69 0.70 -0.91
H -1.28 1.70 -0.35
H -1.75 0.14 0.69
H 0.07 -1.96 -1.56
H -0.63 -1.93 0.25
H 0.39 -0.76 3.27
H 0.85 0.60 -2.41
H -0.46 -0.22 -3.15
H -0.83 1.34 -2.64

HOMO-LUMO gap = 9.7 eV
2S+1 = 1
ΔE to the lowest compared entry with this formula, charge and spin = 58.4 kcal/mol
Lowest unoccupied orbital energy = 0.571 eV
Structure (SMILES) = OC=C(Cl)Cl.C=C(C)C
Total charge = 0
Total energy = -1230.1433 Eh

Löwdin population analysis, charges in e, atoms 1 to 6: atom 1 (C): -0.254, atom 2 (C): -0.102, atom 3 (C): -0.015, atom 4 (C): -0.070, atom 5 (C): -1.116, atom 6 (C): -0.451